# 1
Density functional theory data (ωB97M-V/def2-TZVPD) for a molecular structure, C12H24LiNO13 at a distorted geometry.

Calculated values
- E: -41150.8506 eV
- Kohn-Sham gap: 5.72 eV
- Lowest unoccupied orbital energy: 3.891 eV
- Largest force on an atom: 2.480 eV/A
- Energy relative to the best compared isomer or geometry (same formula, charge and spin): 35.1 kcal per mole

```
! wB97M-V def2-TZVPD RIJCOSX def2/J DEFGRID3
* xyz -2 1
Li -0.273 -0.738 2.443
C 2.470 -1.871 -2.420
C 1.354 -1.044 -2.996
N 0.379 -0.440 -2.028
C -0.472 -1.526 -1.420
C 1.155 0.197 -0.884
C 2.062 1.341 -1.229
C -0.469 0.526 -2.806
C -1.477 1.305 -1.989
O -2.233 1.984 -2.968
C -3.301 2.794 -2.485
H 2.994 -2.372 -3.247
H 2.134 -2.663 -1.749
H 3.365 -1.407 -2.001
H 0.836 -1.552 -3.811
H 1.729 -0.146 -3.500
H 0.209 -2.342 -1.200
H -1.221 -1.833 -2.149
H -0.936 -1.193 -0.495
H 1.707 -0.686 -0.558
H 0.459 0.315 -0.081
H 1.560 2.169 -1.736
H 2.937 1.022 -1.795
H 2.380 1.747 -0.265
H -1.002 -0.174 -3.460
H 0.116 1.087 -3.532
H -0.957 1.964 -1.284
H -2.169 0.673 -1.423
H -2.820 3.503 -1.807
H -4.040 2.179 -1.973
H -3.762 3.336 -3.309
O 2.293 2.345 3.861
C 1.778 1.420 2.983
O 2.524 1.037 2.052
O 0.630 1.000 3.229
H 1.556 2.566 4.445
O 2.854 -1.929 1.807
C 1.911 -2.510 0.987
O 0.726 -2.066 1.058
O 2.326 -3.379 0.197
H 2.451 -1.091 2.103
O -3.033 2.161 1.063
C -2.679 1.155 2.014
O -2.037 0.178 1.558
O -3.046 1.405 3.167
H -3.437 2.711 1.763
O -1.703 -3.063 5.810
C -1.487 -1.814 5.216
O -1.856 -0.791 5.781
O -1.004 -1.899 4.037
H -1.483 -3.591 5.026
*
```

---

# 2
Density functional theory data (ωB97M-V/def2-TZVPD) for 2 unconnected molecules or ions with the total composition C5H14N2O at a distorted geometry.

Calculated values
- E: -10438.6534 eV
- Kohn-Sham gap: 9.49 eV
- Lowest unoccupied orbital energy: 0.757 eV
- SMILES: C=C(C)N.CNCO
- Largest force on an atom: 1.453 eV/A
- Energy relative to the best compared isomer or geometry (same formula, charge and spin): 54.8 kcal per mole

```
! wB97M-V def2-TZVPD RIJCOSX def2/J DEFGRID3
* xyz 0 1
C -1.623 1.952 0.422
C -1.749 1.014 -0.736
C -2.839 0.860 -1.476
N -0.550 0.258 -1.005
H -2.457 2.650 0.445
H -1.633 1.370 1.338
H -0.672 2.484 0.418
H -2.895 0.097 -2.245
H -3.704 1.499 -1.376
H -0.129 -0.317 0.336
H 0.172 0.881 -1.336
H -0.755 -0.542 -1.582
C 2.507 -1.374 -0.376
N 2.216 -1.775 1.004
C 1.345 -0.834 1.683
O 0.023 -0.757 1.249
H 1.599 -1.438 -0.985
H 3.326 -1.972 -0.773
H 2.836 -0.332 -0.344
H 1.798 -2.694 0.954
H 1.871 0.130 1.654
H 1.313 -1.161 2.730
*
```

---

# 3
Density functional theory data (ωB97M-V/def2-TZVPD) for 5 unconnected molecules or ions with the total composition C4H21N2O4 at a distorted geometry.

Calculated values
- E: -15652.1280 eV
- Kohn-Sham gap: 9.57 eV
- Lowest unoccupied orbital energy: -3.058 eV
- Largest force on an atom: 1.987 eV/A
- Energy relative to the best compared isomer or geometry (same formula, charge and spin): 49.1 kcal per mole

```
! wB97M-V def2-TZVPD RIJCOSX def2/J DEFGRID3
* xyz 1 1
C -1.443 -0.997 -0.543
C -0.118 -0.300 -0.475
C 0.568 -0.486 0.896
C 0.112 0.196 3.226
N 0.037 0.518 1.804
N -2.373 -0.306 0.433
H -1.281 -2.022 -0.286
H -1.959 -1.029 -1.491
H 0.594 -0.755 -1.144
H -0.154 0.762 -0.707
H 1.649 -0.604 0.905
H 0.127 -1.440 1.203
H 1.132 0.096 3.602
H -0.202 -0.821 3.336
H -0.582 0.793 3.804
H 0.445 1.428 1.624
H -3.340 -0.485 0.173
H -2.308 -0.695 1.354
H -2.252 0.705 0.430
H 3.716 0.925 -0.971
H 2.776 0.243 -0.107
O 3.666 0.104 -0.456
H 1.761 1.461 -1.598
H 1.066 2.587 -2.457
O 1.610 2.399 -1.692
H 1.260 -3.526 -1.445
H 0.983 -3.517 0.043
O 0.741 -3.069 -0.773
H -3.431 2.341 -1.178
H -2.919 1.949 -2.604
O -2.962 1.670 -1.682
*
```

---

# 4
Density functional theory data (ωB97M-V/def2-TZVPD) for 14 unconnected molecules or ions with the total composition H28O14 at a distorted geometry.

Calculated values
- E: -29119.4806 eV
- Kohn-Sham gap: 8.89 eV
- Lowest unoccupied orbital energy: -0.579 eV
- Largest force on an atom: 4.186 eV/A
- Energy relative to the best compared isomer or geometry (same formula, charge and spin): 50.1 kcal per mole

```
! wB97M-V def2-TZVPD RIJCOSX def2/J DEFGRID3
* xyz 0 1
O 2.961 -0.383 0.543
H 3.115 0.257 1.261
H 2.092 -0.168 0.181
O 1.086 2.290 1.550
H 1.479 2.614 0.757
H 0.391 2.913 1.807
O -1.279 -2.397 1.117
H -2.231 -2.405 0.920
H -1.190 -2.121 2.047
O -0.353 -3.257 -1.332
H -0.715 -2.659 -0.674
H -0.907 -3.131 -2.143
O -1.548 3.281 1.263
H -1.938 4.104 1.019
H -1.489 2.891 0.415
O -2.682 -0.826 -1.518
H -3.408 -1.439 -1.535
H -2.439 -0.628 -0.569
O 0.481 -0.042 -0.267
H 0.430 0.911 -0.419
H -0.068 -0.154 0.514
O -0.025 0.064 2.545
H 0.645 -0.595 2.781
H 0.359 0.818 2.055
O 2.333 -2.438 -1.686
H 1.386 -2.427 -1.706
H 2.532 -2.648 -0.774
O 1.536 -2.855 1.503
H 1.855 -3.690 1.137
H 0.707 -2.731 1.177
O -2.571 0.073 1.115
H -3.364 0.290 1.632
H -2.153 -0.563 1.646
O 0.597 -0.018 -3.002
H 0.432 -0.102 -2.068
H 0.941 0.853 -3.133
O 2.162 2.984 -0.894
H 2.119 2.691 -1.819
H 1.569 3.706 -0.780
O -0.826 2.133 -1.214
H -1.584 1.910 -1.730
H -0.440 2.874 -1.705
*
```